{
  "formula": "C5H12N3O4S",
  "method": "the ωB97M-V functional and the def2-TZVPD basis",
  "elements": ["H", "O", "N", "H", "H", "H", "H", "C", "H", "O", "C", "H", "H", "C", "C", "H", "O", "S", "C", "O", "N", "N", "H", "H", "H"],
  "positions_angstrom": [[1.3511, -1.0796, -2.4446], [-2.3707, -1.9162, 0.4712], [-2.0442, 0.6183, 1.6353], [0.4948, 0.7117, 2.5929], [0.6375, -2.7203, -2.2230], [-1.3331, -1.5190, -2.0689], [0.6274, 2.1225, 0.0055], [-0.4914, -1.2435, -1.3727], [-0.5146, -0.1431, -1.1124], [-0.4388, -3.3768, 0.1973], [0.8218, -1.7591, -1.7622], [1.7551, 2.5513, 1.2964], [1.5801, -1.9516, -0.8909], [1.2854, 1.8104, 0.7935], [2.4164, 0.6528, 0.4754], [-2.6746, -0.0288, 1.1307], [3.2665, 1.0824, -0.2947], [-0.9492, -2.0261, 0.2724], [0.1558, 1.3935, 1.7853], [2.2880, -0.4644, 1.0194], [-0.2497, -1.2203, 1.4554], [-0.8923, 0.6263, 1.0451], [-2.0775, 0.5536, 2.5980], [-0.3262, 2.3424, 2.0923], [0.7007, -0.9537, 1.2093]],
  "forces_ev_per_a": [[-0.2, -0.2, 0.0], [-1.3, 0.5, -0.1], [-1.9, 0.4, -2.7], [-0.1, 0.9, 0.0], [0.4, -0.3, -0.3], [0.8, 0.4, 0.7], [0.7, 0.5, -1.2], [-2.2, 1.3, 2.1], [-0.1, -1.2, -0.6], [0.0, -0.1, 0.1], [2.8, -0.8, 0.5], [1.8, 2.8, 0.9], [-1.6, 0.6, -1.4], [-1.9, -4.5, 0.7], [-1.6, 1.6, -0.2], [0.3, 0.4, 0.6], [0.8, -0.1, -0.4], [1.0, -0.6, -1.3], [0.2, -0.7, -0.4], [0.1, 0.1, 0.1], [-1.1, 2.0, -0.5], [1.5, -1.5, 0.4], [0.1, -0.3, 2.5], [0.0, -0.7, 0.4], [1.3, -0.4, 0.0]],
  "lumo_ev": 3.43,
  "total_charge": -1,
  "de_lowest_kcal_mol": 12.8,
  "e_tot_ev": -28873.550,
  "fmax_ev_per_a": 4.924,
  "multiplicity": 1,
  "gap_ha": 0.30933
}